C57H81BN2O21 | ωB97M-V/def2-TZVPD

The LUMO energy is -0.94 eV. Its net charge is 0. The spin multiplicity is 1.

CARTESIAN COORDINATES (ANGSTROEM)
C: 2.2804 7.2650 -3.1666
C: 2.7382 5.8732 -3.8556
C: 2.5439 4.7050 -2.7496
C: 1.2755 3.8211 -3.2063
C: 1.7263 2.9245 -4.4611
C: 2.3642 1.5512 -3.8448
C: 1.1258 0.5529 -3.6093
C: 1.1744 -0.2163 -2.1690
C: 0.2481 -1.5178 -2.3378
C: 0.0243 -2.3798 -1.0023
C: 1.3291 -2.6422 -0.1199
C: 2.5643 -3.4311 -0.6779
C: 2.6541 -4.0535 -2.1766
C: 3.8714 -3.3366 -2.9825
N: 3.3944 -2.6387 -4.2191
C: 3.7938 -3.6997 0.2281
C: 3.8713 -3.1689 1.6854
C: 2.6810 -2.3874 2.2824
B: 2.7527 -1.8303 3.8056
O: 3.1775 -2.7943 4.8114
O: 2.4314 -0.4632 4.1729
C: 1.4192 -2.1586 1.3696
O: 0.3278 -1.4509 2.0333
C: -0.5201 -2.5325 2.4943
O: -1.2196 -3.2300 1.7034
C: -0.6165 -2.9550 4.0414
C: 0.1539 -4.2015 4.5499
C: -0.0196 -4.5812 6.0356
C: -0.9218 -3.8185 7.0564
C: -1.6614 -2.5616 6.5454
C: -1.4930 -2.1723 5.0431
C: 5.2822 -3.5930 2.2863
O: 5.7371 -3.4694 3.4567
N: 5.9229 -4.2234 1.1362
O: 7.2770 -4.2025 1.0574
C: 7.7901 -5.5894 1.0002
C: 8.5973 -5.8367 -0.3608
C: 5.1517 -4.5059 -0.0705
O: 5.4024 -5.2078 -1.0741
H: 2.4528 7.2340 -2.0399
H: 1.1748 7.4408 -3.4030
H: 2.8679 8.1060 -3.6890
H: 2.0925 5.6680 -4.7878
H: 3.8277 5.9919 -4.1862
H: 3.4676 4.0119 -2.8016
H: 2.4215 5.1071 -1.6881
H: 0.3504 4.4767 -3.4188
H: 0.9803 3.1276 -2.3398
H: 2.4793 3.4685 -5.1235
H: 0.7957 2.6695 -5.1004
H: 3.0306 1.1005 -4.6555
H: 2.9088 1.8149 -2.8788
H: 0.1258 1.0998 -3.7016
H: 1.1776 -0.2495 -4.4452
H: 2.2481 -0.5344 -1.8893
H: 0.7117 0.5092 -1.4178
H: 0.6500 -2.1375 -3.2093
H: -0.7945 -1.1333 -2.6544
H: -0.8005 -1.8623 -0.3935
H: -0.3756 -3.4207 -1.3012
H: 1.6634 -3.9837 -2.7334
H: 2.9860 -5.1490 -2.0110
H: 4.6527 -4.1438 -3.2253
H: 4.3717 -2.5877 -2.2746
H: 4.1965 -2.6481 -4.8698
H: 3.2624 -1.6507 -3.9316
H: 3.8379 -2.3261 5.3780
H: 1.4530 -0.3648 4.2831
H: 0.8380 -4.8611 3.9166
H: 0.5372 -5.5063 6.4315
H: -1.0068 -4.2067 8.1354
H: -2.3430 -1.9507 7.2197
H: -2.0584 -1.2525 4.6510
H: 6.9270 -6.3314 1.1065
H: 8.5131 -5.7901 1.8692
H: 9.2794 -6.7555 -0.2930
H: 9.2587 -4.9371 -0.6638
H: 7.9138 -6.0170 -1.2745
O: -2.6927 -2.7935 -2.0966
C: -3.4658 -3.4974 -1.4904
O: -4.5905 -4.0328 -2.0348
C: -5.3300 -4.7180 -1.0170
C: -4.3213 -5.0350 0.0619
C: -3.3603 -3.8697 -0.0372
H: -6.1263 -4.0580 -0.6608
H: -5.7797 -5.6208 -1.4347
H: -4.7698 -5.1510 1.0500
H: -3.7970 -5.9650 -0.1815
H: -3.6832 -3.0229 0.5719
H: -2.3460 -4.1641 0.2196
O: -4.3486 -0.2603 7.3984
C: -4.5480 -0.9550 8.3634
O: -3.7378 -1.9820 8.7397
C: -4.3226 -2.6623 9.8583
C: -5.2617 -1.6588 10.4851
C: -5.7273 -0.8544 9.2908
H: -4.8461 -3.5506 9.4919
H: -3.5376 -2.9749 10.5493
H: -6.0752 -2.1227 11.0456
H: -4.7079 -1.0090 11.1690
H: -6.5986 -1.3055 8.8097
H: -5.9288 0.1831 9.5587
O: 1.1073 -0.6858 -8.8624
C: 0.3556 -1.4016 -8.2500
O: -0.7658 -1.9583 -8.7820
C: -1.4816 -2.6558 -7.7571
C: -0.4563 -2.9538 -6.6893
C: 0.4840 -1.7712 -6.7965
H: -2.2865 -2.0105 -7.3925
H: -1.9188 -3.5666 -8.1698
H: -0.8926 -3.0782 -5.6965
H: 0.0818 -3.8739 -6.9389
H: 0.1514 -0.9313 -6.1822
H: 1.5090 -2.0481 -6.5490
O: 3.5482 5.5798 -7.1952
C: 3.1654 4.8213 -8.0489
O: 2.2183 5.1326 -8.9753
C: 1.9242 3.9721 -9.7624
C: 3.1356 3.0801 -9.6244
C: 3.6157 3.3960 -8.2240
H: 1.0168 3.5046 -9.3687
H: 1.7490 4.2661 -10.7988
H: 2.9128 2.0237 -9.7844
H: 3.8996 3.3772 -10.3500
H: 3.1231 2.7720 -7.4741
H: 4.6993 3.3140 -8.1421
O: 0.9513 7.1606 -0.2302
C: -0.1313 7.6530 -0.4121
O: -1.0747 7.1318 -1.2434
C: -2.1940 8.0221 -1.3090
C: -2.1167 8.8521 -0.0487
C: -0.6249 8.9382 0.1944
H: -2.1032 8.6305 -2.2139
H: -3.1192 7.4454 -1.3625
H: -2.6030 9.8246 -0.1431
H: -2.5929 8.3160 0.7784
H: -0.1733 9.7793 -0.3370
H: -0.3926 8.9850 1.2581
O: -5.3038 -1.2114 0.2565
C: -5.0593 -0.2420 -0.4173
O: -5.9975 0.6488 -0.8375
C: -5.3843 1.6102 -1.7042
C: -3.9144 1.5794 -1.3560
C: -3.7066 0.1357 -0.9519
H: -5.5725 1.3148 -2.7407
H: -5.8249 2.5938 -1.5318
H: -3.2707 1.9034 -2.1758
H: -3.7217 2.2321 -0.4984
H: -3.4740 -0.4987 -1.8107
H: -2.9396 0.0403 -0.1830
O: -4.2235 0.8049 11.9411
C: -3.9845 1.7642 11.2502
O: -4.9276 2.6424 10.8176
C: -4.3217 3.5928 9.9328
C: -2.8511 3.5755 10.2780
C: -2.6334 2.1398 10.7057
H: -4.5107 3.2791 8.9019
H: -4.7670 4.5766 10.0899
H: -2.2113 3.8892 9.4516
H: -2.6607 4.2434 11.1241
H: -2.3989 1.4928 9.8567
H: -1.8648 2.0611 11.4743